The following is a quantum chemistry calculation of a 9-piece molecular cluster, C54H48Cl12O6 overall in a non-equilibrium geometry, from OMol25.

Summary:
- Total charge: 0
- Frontier orbital gap: 8.257 eV
- Highest occupied orbital energy: -0.3606 Eh
- LUMO energy: -1.56 eV

Last column: Mulliken charge in e.
CARTESIAN COORDINATES (ANGSTROEM)
O 0.430 0.961 6.343  -0.7145
C 0.801 1.418 5.273  -0.0033
C -0.188 2.123 4.397  0.5501
C -1.442 2.420 4.874  -0.8323
C -2.393 3.145 4.171  -0.8983
C -1.997 3.656 2.885  -0.8952
C -0.741 3.365 2.425  -0.3095
C 0.128 2.605 3.143  0.9175
C 1.521 2.380 2.608  0.0005
O 1.802 2.532 1.431  -0.5730
C 2.554 2.077 3.691  -0.0072
C 3.905 2.278 3.424  -0.3170
C 4.919 1.914 4.281  -1.0483
C 4.488 1.405 5.538  -0.4791
C 3.148 1.180 5.888  -0.6873
C 2.210 1.485 4.899  1.4007
H -1.686 2.146 5.903  0.4713
H -3.389 3.409 4.684  0.4173
H -2.589 4.396 2.391  0.5690
H -0.281 3.905 1.571  0.3396
H 4.103 2.705 2.431  0.4123
H 5.949 2.104 4.001  0.5239
H 5.225 1.276 6.316  0.3975
H 2.895 0.719 6.816  0.5915
O 2.035 -0.451 -0.505  -0.6906
C 2.229 -0.884 0.616  0.6972
C 1.143 -0.967 1.654  -0.8230
C -0.200 -0.800 1.272  0.1705
C -1.238 -0.953 2.171  -0.0584
C -0.969 -1.330 3.512  -1.2029
C 0.353 -1.408 3.914  -0.5034
C 1.412 -1.195 2.994  0.6042
C 2.774 -1.537 3.433  0.1484
O 3.050 -1.707 4.612  -0.6854
C 3.833 -1.596 2.406  0.4083
C 5.176 -1.802 2.817  -0.7559
C 6.186 -1.848 1.913  -0.7986
C 5.947 -1.539 0.552  -0.6096
C 4.683 -1.188 0.127  -0.7420
C 3.628 -1.249 1.085  0.9472
H -0.452 -0.523 0.309  0.8769
H -2.255 -0.873 1.729  0.2548
H -1.799 -1.529 4.183  0.4267
H 0.577 -1.656 4.939  0.6242
H 5.311 -1.973 3.873  0.5316
H 7.142 -2.192 2.274  0.4284
H 6.767 -1.560 -0.141  0.4585
H 4.377 -1.121 -0.913  0.4128
O -5.007 -5.115 -3.878  -0.6765
C -4.342 -4.478 -3.108  0.6250
C -4.606 -3.106 -2.706  0.5006
C -5.675 -2.519 -3.392  -1.0938
C -5.898 -1.105 -3.180  -0.8231
C -5.172 -0.421 -2.246  -0.8233
C -4.080 -0.979 -1.669  0.7516
C -3.800 -2.326 -1.924  -0.5637
C -2.495 -2.836 -1.465  0.8192
O -1.693 -2.162 -0.876  -0.2299
C -2.247 -4.324 -1.697  0.3828
C -1.085 -4.874 -1.150  -0.6499
C -0.844 -6.227 -1.358  -0.5384
C -1.702 -6.960 -2.111  -0.6152
C -2.809 -6.365 -2.721  -0.7156
C -3.151 -5.078 -2.404  0.7018
H -6.292 -3.118 -4.024  0.5361
H -6.736 -0.630 -3.727  0.3854
H -5.400 0.581 -1.937  0.5399
H -3.468 -0.339 -1.035  -0.5232
H -0.348 -4.216 -0.694  0.5035
H 0.134 -6.623 -0.993  0.3381
H -1.465 -8.006 -2.170  0.4136
H -3.427 -6.920 -3.402  0.4963
Cl -6.622 0.341 4.493  -0.2050
C -5.229 0.814 3.432  -0.2155
C -5.284 0.063 2.083  0.3925
Cl -6.402 0.668 0.885  -0.1840
H -4.332 0.527 3.908  0.1125
H -5.242 1.870 3.150  0.3041
H -5.525 -0.975 2.245  0.5047
H -4.274 0.139 1.647  -0.6696
Cl 0.761 7.328 -0.285  -0.2009
C 1.747 6.867 -1.718  -0.0299
C 3.245 6.776 -1.394  -0.1631
Cl 4.015 8.359 -1.374  -0.2145
H 1.617 7.578 -2.551  0.3864
H 1.452 5.834 -1.925  -0.0821
H 3.734 6.155 -2.160  0.1972
H 3.402 6.278 -0.433  0.1339
Cl 2.316 -3.106 -6.260  -0.2206
C 2.615 -2.504 -4.539  -0.5119
C 1.406 -1.719 -4.087  0.7893
Cl 1.392 -0.060 -4.772  -0.1994
H 3.455 -1.817 -4.564  0.3340
H 2.805 -3.438 -3.992  0.3743
H 1.373 -1.600 -2.973  -0.4486
H 0.491 -2.210 -4.404  -0.0948
Cl 3.030 2.826 -3.557  -0.1820
C 3.572 1.645 -2.389  0.2643
C 3.713 2.247 -0.969  0.7646
Cl 4.802 3.598 -0.843  -0.2326
H 4.560 1.290 -2.739  0.4930
H 2.902 0.786 -2.429  -0.4373
H 4.078 1.507 -0.285  -0.2419
H 2.776 2.543 -0.510  -0.3323
Cl -3.421 0.744 -5.540  -0.1945
C -2.422 -0.684 -5.069  0.2200
C -2.791 -1.857 -5.855  -0.5587
Cl -1.966 -3.369 -5.319  -0.1718
H -2.578 -0.853 -3.958  -0.2685
H -1.428 -0.438 -5.292  0.2330
H -2.432 -1.733 -6.876  0.4429
H -3.898 -2.058 -5.764  0.2821
Cl -0.663 4.008 -1.544  -0.2178
C -0.362 2.262 -1.314  0.8367
C -1.674 1.588 -1.588  -0.1728
Cl -2.920 1.885 -0.307  -0.1083
H 0.053 2.019 -0.392  -0.5206
H 0.335 1.926 -2.085  0.1017
H -1.422 0.553 -1.576  -0.3588
H -2.230 1.816 -2.551  0.5831

Atoms 1-3, force components in eV/Å:
O 0.26 -0.08 -0.54
C -1.42 0.13 0.96
C 0.05 -0.15 -0.18